[1]
{"formula": "C17H12ClCoIN2OSe4", "method": "the ωB97M-V functional and the def2-TZVPD basis", "total_energy_ha": -12586.24918, "relative_energy_kj_mol": 62.7, "charge": -1, "homo_lumo_gap_ha": [0.1732, 0.1735], "lumo_ha": [0.0482, 0.0485], "elements": ["Co", "Cl", "C", "C", "C", "C", "O", "C", "C", "N", "C", "C", "C", "C", "C", "C", "C", "C", "N", "C", "C", "H", "H", "H", "H", "H", "H", "H", "H", "H", "H", "Se", "Se", "Se", "Se", "I", "C", "H", "H"], "coordinates": [[0.28082, -1.30105, 0.59233], [-4.59830, 3.08860, 3.50610], [-3.39490, 1.88846, 3.10513], [-3.32747, 0.70683, 3.86674], [-2.41135, -0.25720, 3.56384], [-1.50955, -0.11847, 2.46745], [-0.71681, -1.09002, 2.20521], [-1.56810, 1.10786, 1.74141], [-0.66739, 1.42207, 0.69186], [0.27416, 0.63934, 0.26538], [1.10895, 1.03554, -0.78667], [1.26765, 2.29873, -1.30205], [2.14523, 2.52857, -2.37661], [2.87510, 1.51445, -2.93081], [2.74600, 0.20386, -2.42070], [3.46975, -0.90434, -2.91456], [3.28706, -2.13076, -2.34970], [2.35952, -2.27656, -1.29981], [1.65510, -1.27635, -0.83047], [1.85243, -0.02860, -1.36020], [-2.53685, 2.08509, 2.06890], [-4.02036, 0.56799, 4.68704], [-2.36219, -1.18089, 4.12487], [-0.79732, 2.40402, 0.24014], [0.71409, 3.13397, -0.89709], [2.23582, 3.53404, -2.76693], [3.55487, 1.69835, -3.75343], [4.16433, -0.76150, -3.73407], [3.82523, -3.00153, -2.69677], [2.17664, -3.24545, -0.85758], [-2.59963, 2.98188, 1.46558], [-1.82089, 0.61900, -2.47727], [-3.49873, 1.85893, -1.61866], [-3.63058, -1.36110, 0.04823], [-1.78537, -1.43909, -1.16873], [-0.10765, -4.75904, -0.41237], [0.37591, -3.21634, 1.05629], [1.34872, -3.55164, 1.43030], [-0.36391, -3.41765, 1.82764]]}

***

[2]
{"formula": "C16H13F5NO3RhS", "method": "the ωB97M-V functional and the def2-TZVPD basis", "total_energy_ha": -1905.96689, "relative_energy_kj_mol": 0.0, "homo_lumo_gap_ha": [0.2994, 0.2430], "lumo_ha": [0.0081, -0.0643], "spin_multiplicity": 5, "s2": 6.01, "elements": ["Rh", "F", "C", "F", "F", "C", "C", "C", "C", "N", "C", "S", "H", "H", "H", "C", "O", "C", "C", "C", "C", "C", "C", "O", "C", "O", "C", "H", "H", "H", "H", "H", "H", "H", "H", "H", "F", "C", "F", "H"], "coordinates": [[-0.26331, 1.45677, 1.01914], [2.56318, 4.38990, -2.50018], [3.29680, 4.42768, -1.37770], [4.56011, 4.71901, -1.74327], [2.85434, 5.45931, -0.64265], [3.23329, 3.12900, -0.62127], [4.38016, 2.39108, -0.39701], [4.31515, 1.18714, 0.29381], [3.08008, 0.76785, 0.74457], [1.97794, 1.48144, 0.53790], [2.01085, 2.64216, -0.13696], [0.43101, 3.35250, -0.31492], [5.32745, 2.75767, -0.76721], [5.19934, 0.59394, 0.47259], [2.94811, -0.16465, 1.27932], [0.19109, -5.24002, -0.94992], [-1.17669, -4.88280, -1.06339], [-1.52073, -3.61274, -0.76845], [-2.89683, -3.32074, -0.90517], [-3.32645, -2.05993, -0.63526], [-2.45518, -1.02106, -0.21564], [-2.99049, 0.28997, 0.01575], [-4.46872, 0.55175, -0.13052], [-2.30325, 1.28276, 0.33183], [-1.07037, -1.33039, -0.06115], [-0.15540, -0.50900, 0.34790], [-0.63553, -2.64572, -0.36072], [0.25255, -6.28558, -1.23638], [0.54417, -5.12051, 0.07662], [0.80959, -4.63954, -1.62043], [-3.57132, -4.10256, -1.22288], [-4.38007, -1.84693, -0.74625], [-5.03846, -0.08541, 0.54636], [-4.80226, 0.34668, -1.14746], [-4.65711, 1.59436, 0.10773], [0.41932, -2.83963, -0.23927], [-1.43345, 2.71008, 3.45152], [-0.54814, 1.71281, 3.18948], [-1.08261, 0.54901, 3.65899], [0.38185, 1.91434, 3.73054]]}

***

[3]
{"formula": "C3H4N4O", "method": "the ωB97M-V functional and the def2-TZVPD basis", "total_energy_ha": -410.77765, "relative_energy_kj_mol": 592.4, "homo_lumo_gap_ha": 0.2982, "lumo_ha": -0.0312, "elements": ["C", "C", "C", "H", "H", "H", "H", "N", "N", "N", "N", "O"], "coordinates": [[-0.22948, 0.81053, 0.14988], [-1.05157, 0.22069, 1.11936], [0.21151, -1.44688, -0.54573], [0.41407, 2.49998, 0.99564], [1.23070, 1.85623, -0.72358], [-1.74279, 0.63190, 1.96746], [1.75753, -1.30355, -1.72312], [0.22289, 2.09146, -0.22546], [-1.38232, -1.14840, 0.86858], [-0.95108, -1.95265, -0.09411], [1.10311, -2.23287, -1.14751], [0.41745, -0.02644, -0.64140]]}

***

[4]
{"formula": "C23H18Cl2N6O2PdSe", "method": "the ωB97M-V functional and the def2-TZVPD basis", "total_energy_ha": -4816.08374, "relative_energy_kj_mol": 31.5, "homo_lumo_gap_ha": 0.2390, "lumo_ha": -0.0134, "elements": ["Pd", "Cl", "C", "C", "C", "N", "C", "O", "C", "C", "C", "C", "C", "N", "C", "C", "C", "Cl", "N", "C", "O", "C", "C", "C", "C", "C", "N", "H", "H", "H", "H", "H", "H", "H", "H", "H", "H", "C", "N", "C", "C", "N", "C", "C", "Se", "H", "H", "H", "H", "H", "H", "H", "H"], "coordinates": [[0.29566, 1.27158, -0.11479], [-3.10824, -2.53118, 4.35851], [-2.71550, -1.42598, 3.08906], [-1.38858, -1.13157, 2.84067], [-1.05326, -0.26911, 1.79835], [0.22923, 0.10608, 1.43128], [1.40359, -0.31745, 1.94182], [1.55634, -1.17981, 2.80511], [2.55505, 0.37738, 1.30173], [3.84037, 0.15261, 1.77849], [4.91103, 0.81799, 1.22270], [4.66318, 1.70431, 0.18026], [3.36263, 1.87412, -0.24830], [2.32054, 1.23676, 0.27830], [-2.08785, 0.33448, 1.02056], [-3.42093, 0.03100, 1.29603], [-3.72751, -0.85752, 2.31136], [-5.37834, -1.28987, 2.58630], [-1.63439, 1.20700, 0.04386], [-2.36285, 2.06817, -0.70239], [-3.57594, 2.21730, -0.67118], [-1.48294, 2.86975, -1.61111], [-2.05555, 3.79156, -2.47408], [-1.25814, 4.51546, -3.33678], [0.11267, 4.29174, -3.30722], [0.61520, 3.37120, -2.40970], [-0.14352, 2.67314, -1.56856], [-0.60454, -1.55332, 3.44843], [3.94562, -0.53798, 2.60419], [5.91751, 0.67341, 1.59022], [5.46657, 2.25575, -0.28588], [3.15364, 2.55642, -1.06056], [-4.19928, 0.50515, 0.71909], [-3.12878, 3.91430, -2.42985], [-1.68363, 5.23439, -4.02297], [0.78022, 4.81438, -3.97662], [1.67839, 3.17774, -2.37280], [-2.37284, -2.40733, -1.39349], [-1.17105, -2.77804, -0.67773], [-1.11036, -3.73280, 0.31766], [0.18686, -3.88712, 0.64476], [0.91583, -3.03307, -0.15743], [2.35913, -3.03145, -0.24466], [0.07616, -2.32668, -0.94560], [0.51928, -0.98276, -2.14038], [-2.90797, -3.31242, -1.67961], [-2.09065, -1.85778, -2.28746], [-3.01648, -1.78590, -0.77027], [-1.99069, -4.21969, 0.69732], [0.65683, -4.50045, 1.39151], [2.69513, -3.90612, -0.80385], [2.77791, -3.05841, 0.75837], [2.67521, -2.12934, -0.76265]]}

***

[5]
{"formula": "C54H48ClN6O2S2SbTi", "method": "the ωB97M-V functional and the def2-TZVPD basis", "total_energy_ha": -4911.85361, "relative_energy_kj_mol": 378.0, "charge": -2, "homo_lumo_gap_ha": 0.1739, "lumo_ha": 0.1358, "elements": ["Ti", "O", "C", "C", "C", "C", "C", "C", "C", "N", "N", "C", "O", "C", "C", "C", "C", "C", "C", "H", "H", "H", "H", "H", "H", "H", "H", "H", "H", "Cl", "C", "H", "H", "C", "N", "C", "C", "N", "C", "S", "H", "H", "H", "H", "H", "H", "H", "H", "N", "C", "C", "C", "C", "C", "C", "C", "C", "C", "H", "H", "H", "H", "C", "C", "C", "C", "C", "C", "C", "C", "N", "H", "H", "H", "H", "H", "H", "H", "H", "H", "S", "Sb", "C", "C", "C", "C", "C", "C", "C", "C", "C", "C", "C", "C", "C", "C", "C", "C", "C", "C", "H", "H", "H", "H", "H", "H", "H", "H", "H", "H", "H", "H", "H", "H", "H"], "coordinates": [[0.88021, -0.15543, -0.71128], [-0.59754, 1.66083, 0.32127], [-0.83590, 1.62287, 1.62502], [-0.78158, 2.80221, 2.38087], [-0.95924, 2.81048, 3.75459], [-1.22183, 1.62569, 4.42969], [-1.29979, 0.45067, 3.70056], [-1.10628, 0.41087, 2.31768], [-1.32237, -0.82786, 1.60287], [-0.87986, -1.01128, 0.39396], [-1.40598, -1.92987, -0.38841], [-0.60324, -1.83561, -1.57615], [-0.53536, -0.46934, -2.03374], [-1.20006, -2.73896, -2.63454], [-1.34194, -4.09941, -2.37667], [-1.93321, -4.93318, -3.31202], [-2.40557, -4.41370, -4.51080], [-2.27941, -3.05608, -4.76534], [-1.67516, -2.22389, -3.83322], [-0.56672, 3.72778, 1.86315], [-0.87944, 3.74660, 4.29684], [-1.36614, 1.61782, 5.50458], [-1.51646, -0.48620, 4.20644], [-2.05398, -1.54282, 1.98406], [-0.98621, -4.49178, -1.43301], [-2.02936, -5.99290, -3.10408], [-2.87165, -5.06634, -5.24082], [-2.64914, -2.63913, -5.69542], [-1.55822, -1.16426, -4.02595], [4.35502, 0.54037, -1.08268], [2.93387, -0.56127, -1.31311], [3.27800, -1.52127, -0.93042], [2.84895, -0.63269, -2.39942], [1.55494, -1.27739, 6.00368], [2.48738, -2.19011, 5.39702], [2.79707, -3.45983, 6.01800], [3.74263, -4.10367, 4.99717], [3.35761, -3.41179, 3.78409], [2.76478, -2.20422, 4.05879], [2.44573, -1.02557, 2.96171], [1.98050, -0.83221, 6.90643], [0.62631, -1.79531, 6.27097], [1.31798, -0.49332, 5.28550], [1.88821, -4.06104, 6.16039], [3.26735, -3.31969, 6.99410], [3.58184, -5.17914, 4.91476], [4.79159, -3.92543, 5.26278], [3.89626, -3.46222, 2.93583], [5.09362, 6.10550, 6.05492], [4.64235, 5.38594, 5.27436], [4.08889, 4.50157, 4.30800], [4.00863, 4.88884, 2.96479], [3.47727, 4.02935, 2.02909], [3.00496, 2.75527, 2.39928], [3.09252, 2.38027, 3.75226], [3.62233, 3.23795, 4.68932], [2.44454, 1.88015, 1.44303], [1.87814, 1.12768, 0.66391], [4.36692, 5.86658, 2.66849], [3.41134, 4.31811, 0.98897], [2.72593, 1.40174, 4.03259], [3.68134, 2.94080, 5.72907], [1.58469, -2.28470, -4.07237], [1.89933, -3.31496, -3.02174], [2.58193, -4.46643, -3.40379], [2.92588, -5.44513, -2.48794], [2.58853, -5.27188, -1.15213], [1.90528, -4.14058, -0.73280], [1.50310, -3.96896, 0.70424], [1.53537, -3.15086, -1.67196], [0.81302, -2.06491, -1.18945], [0.95354, -2.71655, -4.85280], [2.50853, -1.93791, -4.54334], [1.06471, -1.42012, -3.66324], [2.84946, -4.58633, -4.44953], [3.45738, -6.33428, -2.80860], [2.85554, -6.02812, -0.41975], [1.98190, -4.72562, 1.33140], [0.41802, -4.05094, 0.81521], [1.76376, -2.97964, 1.08235], [0.86439, 1.98223, -2.20284], [-1.42240, 1.90385, -1.80495], [-1.82267, 3.98409, -1.49403], [-2.84423, 4.65280, -2.15440], [-3.02669, 6.01771, -1.97559], [-2.17984, 6.72510, -1.13486], [-1.14411, 6.06609, -0.48552], [-0.96182, 4.70326, -0.67165], [-3.10416, 1.02581, -0.84370], [-3.59280, -0.22952, -1.17918], [-4.65167, -0.77450, -0.46472], [-5.22728, -0.06715, 0.57825], [-4.74712, 1.19330, 0.91032], [-3.68510, 1.73477, 0.20364], [-2.20986, 1.81112, -3.82758], [-3.49470, 1.37942, -4.13850], [-3.95241, 1.38560, -5.45051], [-3.13162, 1.83824, -6.47251], [-1.84938, 2.28030, -6.17377], [-1.39523, 2.26062, -4.86336], [-3.50950, 4.10789, -2.81686], [-3.82837, 6.52893, -2.49659], [-2.32048, 7.79048, -0.99238], [-0.47054, 6.61468, 0.16230], [-0.13361, 4.18328, -0.20299], [-3.14148, -0.79749, -1.98032], [-4.99810, -1.77120, -0.70913], [-6.04122, -0.50388, 1.14620], [-5.17757, 1.74438, 1.73795], [-3.28797, 2.70146, 0.49326], [-4.15729, 1.03284, -3.35382], [-4.95346, 1.03264, -5.67150], [-3.48611, 1.84257, -7.49692], [-1.19754, 2.63257, -6.96498], [-0.38136, 2.57391, -4.63634]]}

***

[6]
{"formula": "C5H9NS", "method": "the ωB97M-V functional and the def2-TZVPD basis", "total_energy_ha": -648.72438, "smiles": "CN1C[C@@H]2S[C@H]2C1", "relative_energy_kj_mol": 338.1, "homo_lumo_gap_ha": 0.3461, "lumo_ha": 0.0286, "elements": ["C", "C", "C", "C", "C", "H", "H", "H", "H", "H", "H", "H", "H", "H", "N", "S"], "coordinates": [[-1.52657, 0.71079, -2.14682], [-1.10599, -0.82208, -0.29523], [0.15952, -0.85544, 0.59678], [0.46394, 0.56914, 0.52442], [0.63318, 0.78183, -0.93397], [-2.04489, 1.38938, -1.41342], [-1.07328, 1.32724, -2.97062], [-2.25310, -0.02541, -2.64220], [-1.91169, -0.25517, 0.20822], [-1.52162, -1.76897, -0.59827], [0.83216, -1.41746, -0.04796], [-0.39482, 1.17775, 0.87153], [1.55705, 0.37986, -1.29795], [0.46022, 1.76189, -1.29837], [-0.53894, -0.04941, -1.41526], [1.14862, -0.28304, 2.03905]]}